Entry 1:
{
  "formula": "C30H41AsCuF3NO7PS2",
  "method": "ωB97M-V/def2-TZVPD",
  "charge": -1,
  "spin_multiplicity": 2,
  "s_squared": 0.75,
  "homo_energy_ev": [-5.216, -5.150],
  "total_energy_ha": -7063.05233,
  "lumo_ev": [2.46, 2.39],
  "max_force_ev_per_a": 0.66,
  "elements": ["Cu", "F", "C", "F", "F", "C", "C", "C", "C", "N", "C", "S", "H", "H", "H", "O", "As", "O", "O", "C", "C", "C", "C", "C", "C", "S", "O", "O", "O", "H", "H", "H", "H", "H", "O", "P", "C", "C", "C", "C", "C", "C", "C", "C", "C", "C", "C", "C", "C", "C", "C", "C", "C", "C", "H", "H", "H", "H", "H", "H", "H", "H", "H", "H", "H", "H", "H", "H", "H", "H", "H", "H", "H", "H", "H", "H", "H", "H", "H", "H", "H", "H", "H", "H", "H", "H", "H"],
  "xyz": [[-0.382233, 0.747458, -0.305661], [5.302179, 3.237187, 0.543212], [3.952481, 3.278645, 0.405390], [3.699102, 4.211586, -0.524021], [3.476064, 3.748520, 1.575320], [3.397653, 1.930925, 0.056596], [4.228678, 0.828957, 0.019574], [3.719420, -0.432082, -0.273193], [2.363833, -0.534736, -0.514570], [1.569035, 0.525379, -0.491025], [2.019464, 1.765038, -0.201208], [0.762457, 2.937092, -0.154781], [5.283704, 0.955026, 0.222715], [4.356046, -1.303931, -0.306417], [1.874638, -1.478463, -0.730373], [-1.465522, 1.307055, -3.184380], [-2.860968, 1.486606, -2.084562], [-3.371029, -0.286333, -2.460110], [-2.180751, 1.376024, -0.541578], [-3.890492, -1.281642, -1.746992], [-5.261083, -1.551499, -1.877187], [-5.846824, -2.635540, -1.255111], [-5.078805, -3.500386, -0.483934], [-3.726715, -3.248393, -0.338134], [-3.127233, -2.149587, -0.947745], [-1.423695, -1.875694, -0.524205], [-0.768874, -1.086543, -1.588417], [-0.838556, -3.185652, -0.334160], [-1.465015, -1.062742, 0.698669], [-1.094790, 0.422490, -3.020255], [-5.839082, -0.881581, -2.501285], [-6.908272, -2.814694, -1.380727], [-5.526406, -4.361238, -0.004315], [-3.101010, -3.905819, 0.250966], [0.511626, 0.503335, 1.966110], [0.045784, -0.037439, 3.279297], [0.328159, -1.847325, 3.242387], [-0.386442, -2.774233, 4.229399], [0.337865, -2.916361, 5.563671], [1.785558, -3.357427, 5.353005], [2.529010, -2.408237, 4.414968], [1.801431, -2.243231, 3.082868], [-1.749677, 0.169029, 3.504786], [-2.180641, 1.507189, 2.868362], [-3.583347, 1.869126, 3.344126], [-3.603897, 2.168014, 4.852913], [-2.519902, 1.375462, 5.599151], [-2.298859, 0.015350, 4.941581], [0.920473, 0.974288, 4.539750], [2.354705, 1.264667, 4.030112], [3.243634, 1.832307, 5.144242], [2.422453, 2.721278, 6.071620], [1.378895, 1.882604, 6.829871], [0.946280, 0.639821, 6.032538], [-0.147118, -1.990484, 2.263131], [-0.430950, -3.762745, 3.757194], [-1.423033, -2.465167, 4.374529], [-0.185856, -3.639566, 6.194858], [0.322580, -1.963893, 6.100627], [1.790016, -4.365266, 4.922198], [2.305356, -3.421625, 6.313113], [3.542069, -2.778163, 4.234498], [2.638991, -1.435930, 4.902719], [1.825065, -3.200814, 2.549930], [2.311825, -1.521782, 2.440022], [-2.159115, -0.624293, 2.873165], [-2.159403, 1.414462, 1.782655], [-1.485077, 2.313773, 3.127281], [-4.250607, 1.032111, 3.116503], [-3.962046, 2.723477, 2.780762], [-4.587239, 1.925903, 5.265878], [-3.449779, 3.236890, 5.022814], [-2.791547, 1.253011, 6.650871], [-1.581792, 1.936423, 5.587411], [-3.258571, -0.509342, 4.896249], [-1.650979, -0.610137, 5.558314], [0.357220, 1.912653, 4.433734], [2.284539, 1.970589, 3.203796], [2.810211, 0.363900, 3.615054], [4.072168, 2.388059, 4.701030], [3.690194, 1.020596, 5.730000], [1.923913, 3.484541, 5.467087], [3.061920, 3.255443, 6.777349], [0.500787, 2.496716, 7.048292], [1.784703, 1.564569, 7.794233], [-0.019356, 0.295875, 6.399540], [1.653706, -0.172232, 6.212609]],
  "atomic_forces_ev_per_a": [[-0.24, 0.61, -0.05], [-0.01, 0.01, 0.00], [0.00, -0.03, 0.05], [0.00, 0.00, -0.02], [0.01, 0.00, -0.01], [0.03, 0.00, 0.00], [-0.01, 0.01, -0.03], [0.03, 0.01, 0.01], [-0.06, -0.01, -0.03], [0.10, -0.13, 0.09], [-0.08, 0.19, 0.01], [0.09, -0.37, -0.05], [0.00, 0.00, 0.00], [-0.01, 0.00, 0.01], [0.02, 0.00, 0.00], [-0.04, -0.06, 0.09], [-0.03, -0.01, -0.06], [0.04, 0.07, -0.17], [0.12, -0.08, 0.09], [0.01, -0.05, 0.13], [0.02, 0.02, -0.01], [-0.01, -0.01, 0.00], [0.01, -0.02, 0.01], [0.00, 0.03, 0.00], [-0.04, 0.10, 0.00], [0.15, -0.11, -0.06], [-0.07, -0.07, 0.08], [0.00, -0.02, 0.00], [-0.01, -0.20, -0.07], [-0.01, 0.05, -0.03], [0.00, 0.00, 0.00], [0.00, 0.00, 0.00], [0.00, 0.00, 0.00], [0.00, 0.00, 0.00], [0.01, 0.13, 0.02], [0.00, -0.08, -0.02], [0.00, -0.05, 0.03], [0.00, 0.02, -0.01], [0.00, -0.01, -0.01], [0.00, 0.03, 0.02], [0.01, -0.02, -0.02], [-0.01, 0.02, 0.01], [0.00, 0.03, 0.00], [-0.05, -0.02, -0.03], [0.01, 0.00, 0.01], [0.02, 0.00, -0.01], [-0.02, -0.01, -0.01], [0.03, 0.02, 0.01], [-0.01, 0.02, 0.00], [0.00, 0.02, 0.02], [-0.01, -0.01, 0.01], [0.00, 0.00, 0.00], [0.00, 0.01, -0.01], [0.02, 0.01, -0.01], [0.00, 0.01, 0.02], [0.00, 0.00, -0.01], [0.01, -0.01, 0.00], [0.00, 0.00, 0.00], [0.00, 0.00, 0.00], [0.00, 0.00, -0.01], [0.00, -0.02, 0.00], [0.01, 0.01, 0.01], [0.00, 0.01, -0.01], [0.00, 0.00, 0.00], [0.00, -0.01, 0.00], [0.00, -0.01, 0.01], [0.02, 0.02, 0.04], [0.00, 0.01, 0.00], [0.00, 0.00, 0.00], [-0.01, 0.00, 0.00], [0.00, 0.00, 0.00], [0.00, 0.00, 0.00], [0.00, 0.01, 0.00], [0.01, 0.00, 0.01], [0.00, -0.01, 0.00], [-0.01, -0.01, -0.01], [0.00, -0.01, 0.01], [0.01, 0.00, -0.02], [0.00, -0.01, -0.01], [0.00, 0.00, 0.00], [0.00, 0.00, 0.00], [0.00, 0.00, 0.00], [0.00, 0.00, 0.00], [0.00, 0.00, 0.00], [0.00, 0.00, 0.00], [-0.01, 0.00, 0.00], [-0.01, 0.00, 0.00]],
  "mulliken_charge": [-0.8417, -0.3412, 0.6077, -0.2563, -0.1969, -0.3732, -0.1389, -1.0762, -0.0684, -0.2363, 1.3457, -0.5566, 0.4858, 0.4391, 0.5577, -0.5935, -0.0180, -0.5803, -0.1228, 0.4980, -0.4145, -0.4379, -0.7024, -0.8473, -0.0766, 2.0759, -0.7642, -0.8377, -0.3825, 0.3669, 0.4203, 0.3425, 0.3856, 0.4354, 0.5593, -1.3968, 2.3706, -1.3047, -0.1696, -1.3368, -0.0649, -0.7298, 0.2078, 0.0706, -1.0568, -0.8975, -0.5599, -1.2224, 1.2627, -0.4655, -0.9040, -0.8025, -1.0440, -0.9066, -1.0972, 0.5787, 0.4139, 0.4125, -0.0098, 0.4280, 0.5131, 0.5053, -0.2670, 0.6373, -0.1781, 0.7190, -0.3053, 0.3558, 0.3667, 0.4862, 0.3144, 0.3667, 0.5749, -0.1783, 0.5461, 0.4191, 0.5614, 0.1984, -0.0878, 0.5250, 0.3168, 0.2951, 0.5262, 0.2380, 0.4689, 0.0830, 0.5667]
}

Entry 2:
{
  "formula": "C4H4BrF2NO",
  "method": "ωB97M-V/def2-TZVPD",
  "e_above_lowest_kj_mol": 284.7,
  "spin_multiplicity": 1,
  "homo_energy_ev": [-10.035, -10.035],
  "total_energy_ha": -3058.38822,
  "lumo_ev": [-1.70, -1.70],
  "max_force_ev_per_a": 4.50,
  "elements": ["C", "C", "C", "C", "N", "O", "F", "F", "Br", "H", "H", "H", "H"],
  "xyz": [[-0.636679, 0.654532, 0.227391], [1.629952, 1.944964, 0.791459], [2.033822, 0.596304, 0.354749], [-0.944983, -0.516378, -0.587990], [0.710210, 0.819467, 0.689325], [-1.356851, 1.523182, 0.589195], [1.620538, 2.993001, -0.119477], [1.983312, 0.951800, -1.964896], [3.159592, -0.751148, 0.435069], [1.754480, 2.361075, 1.797879], [-1.999221, -0.625888, -0.367286], [-0.369457, -1.339391, -0.349567], [-0.877382, -0.325329, -1.737429]],
  "atomic_forces_ev_per_a": [[0.96, 0.98, 0.04], [-0.26, 1.64, -0.45], [-3.87, 1.70, -1.56], [-1.69, 1.55, -2.57], [3.94, -0.20, -1.07], [-1.11, 0.34, -0.04], [-0.21, -1.75, 1.20], [0.01, -0.56, 2.48], [0.89, -0.94, -0.13], [0.25, -0.28, -0.38], [-0.26, -0.71, -0.15], [1.12, -1.78, 0.49], [0.24, 0.01, 2.15]],
  "nbo_charge": [0.7174, 0.3306, 0.2584, -0.7217, -0.4233, -0.4830, -0.2953, -0.6968, 0.3403, 0.1912, 0.2517, 0.2344, 0.2961]
}